Formula: C12H12
Source: OMol25
Level of theory: wB97M-V/def2-TZVPD

The geometry in XYZ format:
```
24
Properties=species:S:1:pos:R:3:forces:R:3:nbo_charge:R:1
C 0.5683 -1.6580 0.6425 0.2 0.6 -1.7 -0.397
C 2.3046 0.2041 0.1080 0.1 -0.1 -3.1 -0.238
C -3.2531 -0.3223 -1.2668 0.7 0.7 0.7 0.212
C -2.0204 -0.4333 -0.9828 -0.2 -0.8 0.1 -0.193
C -1.5218 -0.1011 0.2230 0.7 0.2 -0.7 0.155
C -4.3134 0.3318 -0.6242 -0.3 -0.1 -1.7 -0.437
C -0.1805 -0.2958 0.7615 0.4 -1.2 -0.5 -0.314
C -2.5483 0.6557 1.0723 -2.4 -3.1 -1.7 -0.596
C -3.9412 0.8187 0.5915 1.0 0.7 0.4 0.015
C 3.4252 -0.0679 -0.9579 1.9 -1.7 3.4 -0.426
C 1.0399 -0.4303 -0.2016 -1.9 -1.4 0.7 -0.165
C 2.8053 1.2783 -0.8057 0.6 -0.7 0.7 -0.408
H -5.1741 0.5872 -1.2076 -0.9 -0.3 0.4 0.214
H -2.2057 1.5158 1.4926 1.3 2.4 1.4 0.263
H 2.4324 0.2904 1.1246 1.2 0.1 2.1 0.210
H 2.1677 1.7749 -1.4728 -0.8 0.1 -1.2 0.222
H -2.7412 -0.0728 1.8628 0.1 -0.2 0.7 0.295
H 1.1984 -2.0998 1.4523 -0.6 1.0 -0.6 0.230
H 0.0715 -2.4233 0.0344 0.0 0.3 0.4 0.225
H 4.3689 -0.2770 -0.3005 -1.3 1.0 -1.7 0.215
H 0.8214 -0.4368 -1.2952 -0.3 -0.2 1.1 0.237
H 3.4596 1.9484 -0.3242 0.7 0.9 0.4 0.217
H 3.3782 -0.9031 -1.6739 -0.8 1.0 0.0 0.235
H -0.1418 0.1160 1.7478 0.8 0.6 0.3 0.229
```
Positions in Å, forces in eV/Å.

- HOMO-LUMO gap (spin up / spin down): 0.263 / 0.263 Ha
- Highest occupied orbital energy (spin up / spin down): -7.73 / -7.73 eV
- LUMO energy (spin up / spin down): -0.580 / -0.580 eV
- Relative energy (zero: lowest compared OMol25 entry of this formula, charge and spin): 228.8 kcal per mole

Formula: C12H12Cl2INO11P2W
Source: OMol25
Level of theory: wB97M-V/def2-TZVPD

The geometry in XYZ format:
```
42
Properties=species:S:1:pos:R:3:forces:R:3:lowdin_spin:R:1
W -0.9963 1.0576 1.1535 -1.5 -0.6 0.0 0.001
I -2.0138 -4.8220 -0.4607 -0.3 0.9 0.4 0.000
Cl -5.5216 0.2925 0.0221 -0.5 -0.5 -0.6 0.343
Cl 0.6898 1.2772 -5.7389 0.6 -0.1 0.1 0.020
P 1.4874 2.9612 1.3951 0.2 -0.3 0.1 0.000
P 1.4172 0.5791 3.2400 0.4 -0.3 0.2 0.000
O 2.1281 2.8146 0.0886 0.1 -0.1 0.5 0.002
O -0.6396 0.3044 -0.3361 0.2 0.7 -0.3 0.004
O -4.9309 1.3535 0.8146 -0.2 0.0 0.4 0.349
O -0.0761 2.7438 1.3283 1.0 0.2 0.2 0.000
O 2.3554 -0.5144 2.9623 -0.7 0.5 0.1 0.000
O 1.7733 4.3306 2.1322 -0.9 -1.4 1.2 0.000
O -0.0808 0.4438 2.7925 0.6 0.2 0.2 0.000
O -2.5298 1.7988 1.1556 0.5 -0.5 -0.1 0.003
O -4.8774 -1.0324 0.0139 0.1 0.3 0.2 0.305
O 1.9246 1.9640 2.5919 -0.1 0.4 -0.6 0.000
O 1.2463 0.9487 4.7837 0.4 0.0 -0.3 0.000
N -1.9472 -0.9690 1.5615 -0.9 -0.4 0.3 0.000
C -2.0284 -1.9157 0.6035 1.0 0.2 0.2 0.000
C 3.3508 -1.0497 -2.9570 0.4 -0.8 -0.2 -0.007
C 2.5267 -0.1113 -2.4398 -1.3 0.9 1.6 0.110
C -2.9781 -3.4860 2.1156 -0.4 1.0 0.4 0.000
C -3.0651 -2.4649 3.0614 0.6 0.8 -0.4 0.001
C 0.9287 1.7715 -2.7590 0.4 -1.2 0.1 0.508
C 3.4115 -1.2815 -4.3239 -0.9 1.2 0.4 0.142
C 1.8610 0.4911 -4.6754 -1.4 0.0 1.0 0.119
C -2.4838 -1.2292 2.7773 0.2 -0.4 -0.7 0.000
C 1.7207 0.7152 -3.2699 0.2 1.1 -0.3 0.042
C -2.4236 -3.2100 0.8840 0.1 -0.7 -0.3 0.000
C 2.6234 -0.5271 -5.1778 -0.1 0.5 -0.5 -0.012
H 2.1185 0.9284 5.2112 -0.3 -0.1 0.0 0.000
H 2.3782 -0.0209 -1.3347 0.3 0.1 -1.1 0.003
H -3.4324 -4.4162 2.3543 0.0 -0.8 0.0 0.000
H 2.4974 -0.6252 -6.2418 0.6 -0.6 -0.3 -0.004
H 0.3627 2.4189 -3.3723 -0.3 0.4 -0.8 0.036
H 2.0573 5.0004 1.5510 0.6 1.3 -1.3 0.000
H -2.3957 -0.4170 3.4899 -0.2 -0.2 0.1 0.000
H 3.9195 -1.7040 -2.3173 0.1 0.0 0.2 -0.004
H 4.0128 -2.0627 -4.6258 1.1 -1.4 -1.1 0.011
H -1.6409 -1.6368 -0.3683 0.0 0.0 0.1 0.000
H 0.7889 1.9007 -1.7108 0.3 0.0 0.5 0.028
H -3.5187 -2.5998 4.0257 -0.1 -0.2 0.2 0.000
```
Positions in Å, forces in eV/Å.

- HOMO-LUMO gap (spin up / spin down): 0.223 / 0.248 Ha
- Highest occupied orbital energy (spin up / spin down): -6.89 / -8.83 eV
- <S²>: 2.047
- LUMO energy (spin up / spin down): -0.829 / -2.078 eV
- Relative energy (zero: lowest compared OMol25 entry of this formula, charge and spin): 0.0 kcal per mole
- Multiplicity: 3

Formula: C12H12FeN5O4S2
Source: OMol25
Level of theory: wB97M-V/def2-TZVPD

The geometry in XYZ format:
```
36
Properties=species:S:1:pos:R:3:forces:R:3:nbo_charge:R:1
Fe -0.2218 -0.9952 -0.2160 0.2 0.6 -0.4 0.792
S -0.3938 -2.4747 -2.3511 -0.1 0.0 0.1 2.567
S -0.0920 -2.4740 1.6134 -0.2 -0.1 0.0 -0.234
O -0.5240 -1.7754 -3.6251 0.0 0.0 0.0 -1.043
O -0.3701 -3.9135 -2.4782 0.0 0.0 0.0 -1.007
O 0.8582 -1.9616 -1.6189 -0.1 0.2 0.2 -1.055
O -1.4753 -2.0056 -1.3795 0.0 -0.3 0.0 -1.001
N -1.5690 -0.1279 0.8774 0.1 -0.1 -0.1 -0.166
N -1.9410 -0.5300 2.1111 -0.1 0.1 0.0 -0.465
N -0.6065 0.5720 -1.4037 -0.3 0.0 -0.2 -0.419
N 1.3787 -0.0005 0.5414 0.2 -0.5 0.8 -0.406
N -1.6427 -2.0805 3.7289 0.0 0.1 0.0 -0.803
C -1.6867 1.2607 -0.9830 0.1 0.0 0.0 0.178
C -0.5739 1.8494 -3.4036 0.0 0.0 0.0 -0.270
C 2.5181 -0.7051 0.5243 0.0 0.1 -0.2 0.076
C -0.0709 0.8458 -2.5851 0.0 0.0 0.0 0.122
C 3.5965 -0.3998 1.3363 0.0 0.0 -0.1 -0.259
C -2.2496 2.2725 -1.7494 0.1 0.0 0.0 -0.254
C -1.6789 2.5654 -2.9791 0.0 0.0 0.0 -0.165
C -1.2777 -1.6121 2.4940 0.0 -0.1 0.1 0.275
C 2.3151 1.3884 2.2461 0.0 0.0 0.0 -0.257
C 1.2872 1.0208 1.3947 0.0 0.1 -0.2 0.061
C 3.4906 0.6593 2.2203 0.1 0.0 0.1 -0.170
C -2.1843 0.8603 0.3260 0.0 0.0 0.0 -0.035
H -1.0068 -2.7207 4.1690 0.0 0.0 0.0 0.390
H -0.1168 2.0298 -4.3661 0.0 0.0 0.0 0.216
H -3.0169 1.3656 0.8034 0.0 0.0 0.1 0.187
H -2.1049 3.3418 -3.6027 0.0 0.0 0.0 0.205
H 4.4904 -1.0055 1.2837 0.0 0.0 0.0 0.218
H 2.5277 -1.5335 -0.1746 0.0 0.0 0.0 0.255
H 2.1796 2.2208 2.9229 0.0 0.0 0.0 0.213
H 0.3465 1.5577 1.3903 0.0 0.0 0.0 0.207
H -2.1328 -1.4272 4.3170 0.0 0.0 0.0 0.382
H -3.1214 2.8045 -1.3928 0.0 0.0 0.0 0.210
H 0.7604 0.2188 -2.8754 0.0 0.0 0.0 0.247
H 4.3088 0.9093 2.8843 0.0 0.0 0.0 0.208
```
Positions in Å, forces in eV/Å.

- HOMO-LUMO gap: 0.258 Ha
- Highest occupied orbital energy: -4.30 eV
- LUMO energy: 2.728 eV
- Relative energy (zero: lowest compared OMol25 entry of this formula, charge and spin): 0.0 kcal per mole
- Charge: -1

Formula: C12H12N2O4S
Source: OMol25
Level of theory: wB97M-V/def2-TZVPD

The geometry in XYZ format:
```
31
Properties=species:S:1:pos:R:3:forces:R:3:nbo_charge:R:1
S -3.8079 2.1549 0.3836 6.4 0.8 -0.8 0.601
O -0.8554 2.2690 -0.7906 -0.2 -0.5 0.1 -0.581
O -2.4186 -1.7541 0.3948 -3.3 3.2 3.6 -0.500
O 3.6488 1.5139 0.0843 3.9 8.0 -2.8 -0.396
O 1.7103 -1.3857 0.9400 -0.1 8.8 -2.1 -0.665
N -0.1821 0.6463 0.8150 -2.9 6.7 -6.0 -0.483
N 1.0761 1.1437 0.6649 0.1 -16.7 5.7 -0.380
C -1.6358 -1.4812 -1.7255 -0.7 -1.4 -3.0 -0.636
C -4.3744 -0.2844 0.6758 -11.2 -1.4 -0.2 -0.237
C -4.9558 1.1205 0.3398 -2.5 -8.1 3.1 -0.508
C 1.9191 0.0141 0.6072 3.1 -4.4 2.1 0.598
C -2.6022 0.7538 0.4111 4.9 8.1 -2.6 -0.327
C 4.5343 -0.4702 0.2790 -6.1 -3.2 3.5 -0.275
C 3.4202 0.3899 0.4309 -4.7 -11.0 1.2 0.234
C -1.2825 -1.9713 -0.3918 -4.6 1.7 -1.8 -0.071
C 5.0385 1.4551 -0.1753 -2.3 15.9 -3.4 0.113
C -3.1067 -0.4544 0.5326 5.9 -3.7 -1.4 0.164
C 5.5154 0.3745 0.1283 9.2 -4.7 -0.6 -0.356
C -1.1546 1.3496 -0.0855 -0.9 -3.7 4.8 0.685
H -2.6846 -1.6307 -2.1747 1.2 -0.8 1.3 0.219
H -0.4213 -0.0121 1.4414 -0.6 -2.6 2.7 0.418
H -0.9414 -2.0020 -2.4040 -0.1 0.9 -0.4 0.218
H 6.5927 0.2077 0.0149 -0.6 -0.3 0.2 0.248
H -5.9346 1.4288 0.6567 -0.5 -0.3 -0.3 0.242
H -1.6426 -0.4403 -1.7862 1.0 1.9 -0.3 0.204
H 4.5647 -1.4924 0.5845 -0.2 -0.4 -0.1 0.246
H 1.1985 1.9120 0.3188 1.8 10.9 -5.0 0.391
H -5.0311 -1.3686 0.8953 1.5 3.6 -0.8 0.229
H -1.3146 -2.9637 -0.3784 0.4 -4.4 -0.2 0.189
H -0.3850 -1.6866 -0.0742 3.5 1.7 1.7 0.205
H 5.5129 2.6639 -0.6128 -1.6 -4.4 1.7 0.211
```
Positions in Å, forces in eV/Å.

- HOMO-LUMO gap: 0.308 Ha
- Highest occupied orbital energy: -8.43 eV
- LUMO energy: -0.040 eV
- Relative energy (zero: lowest compared OMol25 entry of this formula, charge and spin): 231.7 kcal per mole

no.,M (g mol⁻¹)
1,156.2
2,789.8
3,410.2
4,280.3